This record from OMol25 describes 12 unconnected molecules or ions with the total composition C2H28N2O14 in a non-equilibrium geometry. The level of theory is ωB97M-V/def2-TZVPD.

Properties
**DFT total energy**: -1255.85631 a.u.
**Structure (SMILES)**: NC(=O)NC(O)O.O.O.O.O.O.O.O.O.O.O.O
**Gap between HOMO and LUMO**: 10.159 eV
**Energy relative to the best compared isomer or geometry (same formula, charge and spin)**: 23.0 kcal/mol
**E_LUMO**: 0.004 Ha
**Maximum force**: 0.062 Eh/bohr
**E_HOMO**: -10.0 eV

Last column: Mulliken charge in e.
CARTESIAN COORDINATES (ANGSTROEM)
O (-1.05, -1.27, -0.23)  -0.511
C (-1.17, -1.15, 1.16)  -0.411
N (-0.17, -0.15, 1.58)  0.332
C (-0.08, 1.12, 1.11)  0.353
N (-1.03, 1.49, 0.11)  -0.280
O (0.75, 1.94, 1.44)  -0.655
H (-0.99, -2.11, 1.60)  0.508
H (0.58, -0.66, 2.04)  0.069
H (-1.35, -0.32, -0.57)  0.718
H (-0.60, 1.82, -0.78)  0.123
H (0.59, -1.49, -0.90)  0.394
H (0.75, -1.94, -2.47)  0.280
O (1.09, -1.45, -1.72)  -0.794
H (-2.46, -2.09, -1.35)  0.329
H (-3.13, -3.45, -1.13)  0.307
O (-3.28, -2.57, -1.58)  -0.652
H (2.57, -0.92, -0.59)  0.406
H (3.86, -0.90, 0.12)  0.222
O (2.97, -1.08, 0.36)  -0.643
H (-0.40, -0.57, -3.39)  0.332
H (-0.91, -0.39, -4.89)  0.301
O (-0.11, -0.38, -4.31)  -0.607
H (-3.70, 1.92, 0.30)  0.249
H (-4.50, 0.80, 0.23)  0.365
O (-4.07, 1.40, -0.41)  -0.606
H (-1.66, 2.23, 0.37)  0.221
H (-2.73, 0.02, 1.13)  0.228
O (-2.43, -0.76, 1.64)  -0.632
H (4.61, 1.21, -1.51)  0.280
H (3.08, 0.99, -1.92)  0.395
O (3.88, 0.63, -1.57)  -0.608
H (3.11, -2.55, 3.41)  0.359
H (2.93, -1.89, 2.04)  0.414
O (2.88, -1.70, 3.06)  -0.716
H (0.14, -1.87, 4.47)  0.256
H (1.39, -1.75, 3.61)  0.372
O (0.40, -1.89, 3.57)  -0.610
H (1.01, 0.74, -1.42)  0.236
H (1.60, 0.85, -2.96)  0.321
O (1.23, 1.28, -2.18)  -0.735
H (1.61, 2.99, -2.25)  0.390
H (1.88, 3.96, -1.07)  0.309
O (1.83, 3.93, -2.04)  -0.659
H (-2.77, 1.24, 2.71)  0.336
H (-2.98, 2.71, 2.92)  0.293
O (-3.15, 2.03, 2.27)  -0.578


This record from OMol25 describes a molecular structure, C32H33Cl2NO2PPdS2. The level of theory is ωB97M-V/def2-TZVPD.

Properties
**DFT total energy**: -3630.52633 a.u.
**Gap between HOMO and LUMO**: 6.471 eV
**Energy relative to the best compared isomer or geometry (same formula, charge and spin)**: 12.6 kcal/mol
**Total charge**: -1
**E_LUMO**: 0.099 Ha
**Maximum force**: 0.004 Eh/bohr
**E_HOMO**: -3.8 eV

Last column: Mulliken charge in e.
CARTESIAN COORDINATES (ANGSTROEM)
Pd (-0.02, 0.57, 0.65)  -0.021
Cl (0.83, 0.93, 4.08)  -0.186
C (2.28, 1.73, 3.56)  0.338
C (2.72, 2.78, 4.36)  -0.648
C (3.89, 3.45, 4.04)  -0.423
C (4.61, 3.05, 2.92)  -0.706
C (4.14, 2.00, 2.15)  0.192
Cl (5.15, 1.52, 0.81)  -0.211
C (2.94, 1.30, 2.40)  -0.230
S (2.37, 0.03, 1.37)  -0.307
H (2.15, 3.05, 5.23)  0.379
H (4.24, 4.27, 4.65)  0.364
H (5.53, 3.53, 2.65)  0.388
C (0.88, 2.63, -3.18)  -1.590
C (2.17, 2.29, -2.42)  0.590
C (2.25, 3.04, -1.10)  -0.795
C (2.31, 0.77, -2.21)  -0.176
C (2.68, 0.00, -3.50)  -0.613
O (1.50, -0.75, -3.82)  -0.494
C (0.65, -0.58, -2.76)  0.235
N (1.02, 0.18, -1.83)  0.289
C (-0.67, -1.24, -2.91)  0.538
C (-1.06, -1.51, -4.22)  -0.867
C (-2.30, -2.06, -4.50)  -0.802
C (-3.16, -2.34, -3.46)  -0.799
C (-2.77, -2.09, -2.16)  -0.353
C (-1.53, -1.53, -1.83)  -0.467
P (-1.04, -1.31, -0.05)  2.139
C (-2.68, -1.61, 0.74)  -0.092
C (-3.59, -0.55, 0.71)  -0.603
C (-4.83, -0.66, 1.32)  -0.749
C (-5.17, -1.83, 2.00)  -0.511
C (-4.27, -2.88, 2.05)  -0.680
C (-3.03, -2.77, 1.43)  -0.215
C (-0.24, -2.95, 0.21)  0.130
C (-0.44, -4.07, -0.60)  0.036
C (0.20, -5.27, -0.33)  -0.706
C (1.07, -5.37, 0.75)  -0.501
C (1.28, -4.26, 1.56)  -0.754
C (0.64, -3.06, 1.28)  -0.430
H (0.88, 3.69, -3.46)  0.520
H (0.01, 2.45, -2.54)  0.150
H (0.77, 2.04, -4.09)  0.339
H (3.02, 2.59, -3.04)  0.334
H (1.61, 2.58, -0.35)  -0.328
H (1.94, 4.08, -1.23)  0.535
H (3.27, 3.03, -0.71)  0.213
H (3.03, 0.59, -1.41)  0.314
H (3.50, -0.70, -3.35)  0.328
H (2.90, 0.66, -4.34)  0.332
H (-0.37, -1.28, -5.02)  0.492
H (-2.58, -2.25, -5.53)  0.368
H (-4.14, -2.76, -3.66)  0.423
H (-3.46, -2.34, -1.36)  0.388
H (-3.31, 0.37, 0.21)  0.840
H (-5.53, 0.17, 1.27)  0.422
H (-6.14, -1.91, 2.48)  0.359
H (-4.52, -3.78, 2.59)  0.392
H (-2.34, -3.60, 1.47)  0.327
H (-1.11, -4.01, -1.45)  0.311
H (0.04, -6.13, -0.97)  0.408
H (1.58, -6.30, 0.96)  0.358
H (1.97, -4.32, 2.39)  0.425
H (0.84, -2.18, 1.89)  0.364
C (-0.19, 3.88, 1.68)  -0.997
S (-1.15, 2.48, 1.08)  0.821
C (-2.14, 2.28, 2.56)  -0.909
O (-2.08, 3.08, 0.07)  -0.775
H (-0.87, 4.68, 1.97)  0.470
H (0.44, 4.20, 0.85)  0.220
H (0.44, 3.56, 2.51)  0.145
H (-1.50, 2.03, 3.40)  0.161
H (-2.83, 1.46, 2.37)  0.116
H (-2.69, 3.21, 2.73)  0.440


This record from OMol25 describes 2 unconnected molecules or ions with the total composition C6H15NO in a non-equilibrium geometry. The level of theory is ωB97M-V/def2-TZVPD.

Properties
**DFT total energy**: -367.55474 a.u.
**Structure (SMILES)**: CCC/C=C/NC.O
**Gap between HOMO and LUMO**: 8.992 eV
**Energy relative to the best compared isomer or geometry (same formula, charge and spin)**: 48.0 kcal/mol
**E_LUMO**: 0.032 Ha
**Maximum force**: 0.027 Eh/bohr
**E_HOMO**: -8.1 eV

Last column: Mulliken charge in e.
CARTESIAN COORDINATES (ANGSTROEM)
C (2.19, -2.14, 1.50)  -1.062
C (1.89, -2.09, -0.03)  -0.462
C (1.79, -0.62, -0.55)  -0.877
C (0.42, -0.04, -0.48)  -0.196
C (0.14, 1.22, -0.14)  -0.274
N (-1.14, 1.76, -0.23)  -0.149
C (-1.87, 1.71, -1.51)  -0.866
H (1.30, -2.52, 2.00)  0.279
H (3.04, -2.76, 1.80)  0.308
H (2.39, -1.18, 1.94)  0.307
H (0.93, -2.59, -0.15)  0.319
H (2.70, -2.57, -0.58)  0.350
H (2.08, -0.65, -1.60)  0.286
H (2.60, -0.12, -0.04)  0.395
H (-0.36, -0.75, -0.74)  0.321
H (1.01, 1.83, 0.09)  0.248
H (-1.21, 2.70, 0.13)  0.221
H (-1.99, 2.70, -1.90)  0.330
H (-2.85, 1.25, -1.37)  0.214
H (-1.30, 1.13, -2.20)  0.338
H (-4.63, 1.64, 1.31)  0.315
H (-3.25, 0.90, 1.03)  0.319
O (-3.87, 1.20, 1.71)  -0.664


This record from OMol25 describes a single C4H13N3 molecule in a non-equilibrium geometry. The level of theory is ωB97M-V/def2-TZVPD.

Properties
**DFT total energy**: -324.45505 a.u.
**Structure (SMILES)**: NCC[C@@H](N)CN
**Gap between HOMO and LUMO**: 10.081 eV
**Energy relative to the best compared isomer or geometry (same formula, charge and spin)**: 12.5 kcal/mol
**E_LUMO**: 0.035 Ha
**Maximum force**: 0.021 Eh/bohr
**E_HOMO**: -9.1 eV

Last column: Mulliken charge in e.
CARTESIAN COORDINATES (ANGSTROEM)
N (0.03, 0.46, -1.52)  -0.750
C (-0.39, 0.08, -0.16)  0.399
C (0.49, -1.05, 0.37)  -0.673
C (1.99, -0.72, 0.45)  -0.997
N (2.34, 0.60, 0.97)  -0.468
C (-1.85, -0.34, -0.19)  -0.849
N (-2.81, 0.76, -0.02)  -0.612
H (1.01, 0.75, -1.51)  0.271
H (-0.46, 1.31, -1.78)  0.239
H (-0.27, 0.91, 0.54)  0.290
H (0.12, -1.28, 1.37)  0.381
H (0.32, -1.92, -0.27)  0.308
H (2.41, -0.80, -0.55)  0.376
H (2.49, -1.45, 1.07)  0.411
H (2.29, 0.63, 1.98)  0.210
H (1.92, 1.35, 0.46)  0.211
H (-2.03, -1.09, 0.58)  0.314
H (-2.00, -0.81, -1.15)  0.410
H (-2.35, 1.61, 0.27)  0.254
H (-3.25, 1.00, -0.90)  0.275


This record from OMol25 describes a molecular structure, C54H113CdClN6O6 in a non-equilibrium geometry. The level of theory is ωB97M-V/def2-TZVPD.

Properties
**DFT total energy**: -3532.90586 a.u.
**Gap between HOMO and LUMO**: 7.677 eV
**E_LUMO**: 0.017 Ha
**Maximum force**: 0.070 Eh/bohr
**E_HOMO**: -7.2 eV

Last column: Mulliken charge in e.
CARTESIAN COORDINATES (ANGSTROEM)
Cd (-20.22, -1.00, -10.33)  4.731
C (-17.33, -3.30, -10.67)  -2.519
C (-16.47, -2.44, -9.77)  2.362
C (-15.07, -2.48, -10.28)  -1.554
C (-14.16, -1.53, -9.45)  -0.579
C (-14.65, -0.04, -9.65)  -1.563
C (-16.12, 0.06, -9.16)  1.812
N (-16.96, -0.99, -9.88)  -0.219
O (-18.33, -0.94, -9.34)  0.081
C (-16.73, 1.37, -9.68)  -1.902
C (-16.20, 0.15, -7.63)  -1.345
C (-16.53, -3.11, -8.40)  -1.218
H (-17.30, -3.04, -11.74)  0.289
H (-18.30, -3.21, -10.36)  0.006
H (-17.06, -4.40, -10.65)  0.405
H (-15.11, -2.22, -11.34)  0.361
H (-14.67, -3.50, -10.23)  0.401
H (-13.11, -1.61, -9.73)  0.488
H (-14.18, -1.81, -8.40)  0.352
H (-14.48, 0.24, -10.68)  0.369
H (-14.01, 0.65, -9.12)  0.426
H (-16.77, 1.47, -10.77)  0.215
H (-16.12, 2.24, -9.41)  0.510
H (-17.74, 1.46, -9.32)  0.101
H (-15.55, -0.49, -7.08)  0.389
H (-17.28, -0.04, -7.35)  -0.119
H (-16.01, 1.17, -7.26)  0.470
H (-16.10, -4.13, -8.56)  0.546
H (-17.49, -3.19, -7.92)  -0.527
H (-15.87, -2.57, -7.76)  0.367
Cl (-21.04, -3.21, -11.13)  -1.277
C (-18.09, 0.65, -12.80)  -1.706
C (-19.48, 0.50, -13.44)  1.263
C (-19.77, -0.86, -14.12)  -0.869
C (-21.25, -1.00, -14.55)  -0.832
C (-22.23, -0.77, -13.44)  -0.625
C (-22.01, 0.60, -12.72)  2.065
N (-20.52, 0.61, -12.37)  1.085
O (-20.21, 1.88, -11.66)  -0.547
C (-22.56, 1.82, -13.61)  -1.492
C (-22.74, 0.59, -11.40)  0.017
C (-19.60, 1.64, -14.53)  -1.567
H (-17.38, 0.29, -13.56)  0.472
H (-17.95, 0.00, -11.98)  -0.181
H (-17.95, 1.67, -12.46)  0.494
H (-19.08, -1.03, -14.99)  0.478
H (-19.57, -1.67, -13.38)  -0.124
H (-21.32, -1.98, -14.96)  0.711
H (-21.45, -0.27, -15.45)  0.206
H (-22.21, -1.62, -12.73)  -0.661
H (-23.29, -0.82, -13.83)  -0.126
H (-23.62, 2.03, -13.33)  0.417
H (-22.02, 2.74, -13.46)  0.357
H (-22.49, 1.70, -14.68)  0.368
H (-23.63, 1.26, -11.25)  0.408
H (-23.02, -0.43, -11.21)  -0.440
H (-22.03, 0.85, -10.60)  -1.055
H (-19.85, 2.59, -14.02)  0.245
H (-20.37, 1.44, -15.32)  0.294
H (-18.59, 1.75, -15.05)  0.435
H (-20.69, 2.53, -12.12)  0.362
C (-19.12, -3.39, -5.67)  -1.446
C (-19.80, -4.72, -6.02)  1.895
C (-20.06, -5.44, -4.75)  -1.538
C (-20.94, -6.70, -4.90)  -0.757
C (-22.23, -6.34, -5.59)  -1.265
C (-22.02, -5.47, -6.91)  1.281
N (-21.10, -4.39, -6.65)  -0.203
O (-20.85, -3.65, -7.87)  2.220
C (-21.63, -6.34, -8.18)  -2.183
C (-23.40, -4.94, -7.20)  -1.526
C (-18.79, -5.51, -6.80)  -1.615
H (-19.73, -2.68, -5.03)  0.117
H (-18.86, -2.82, -6.53)  -0.165
H (-18.15, -3.51, -5.13)  0.508
H (-19.11, -5.65, -4.28)  0.357
H (-20.58, -4.81, -4.04)  0.444
H (-21.16, -7.11, -3.95)  0.534
H (-20.32, -7.43, -5.46)  0.328
H (-22.92, -5.73, -4.91)  0.404
H (-22.84, -7.20, -5.80)  0.391
H (-22.41, -7.02, -8.39)  0.958
H (-21.43, -5.80, -9.17)  0.350
H (-20.68, -6.86, -8.08)  0.312
H (-23.55, -4.35, -8.11)  -0.588
H (-24.09, -5.81, -7.26)  0.558
H (-23.71, -4.28, -6.33)  0.455
H (-18.98, -6.61, -6.76)  0.285
H (-17.75, -5.30, -6.46)  0.451
H (-18.85, -5.18, -7.83)  0.154
H (-21.21, -4.12, -8.67)  -0.992
C (-24.55, -3.52, -14.69)  -0.520
C (-25.91, -3.25, -13.90)  1.506
C (-27.00, -4.17, -14.46)  -1.300
C (-26.63, -5.52, -14.03)  -0.508
C (-26.79, -5.66, -12.51)  -1.075
C (-25.84, -4.72, -11.79)  2.280
N (-25.93, -3.37, -12.40)  -0.195
O (-24.81, -2.59, -11.81)  0.011
C (-26.13, -4.57, -10.30)  -1.687
C (-24.39, -5.39, -11.87)  -2.251
C (-26.41, -1.82, -14.30)  -1.795
H (-23.87, -2.67, -14.57)  -0.291
H (-24.82, -3.61, -15.74)  0.411
H (-24.12, -4.48, -14.35)  0.133
H (-27.93, -3.86, -13.87)  0.310
H (-27.17, -4.03, -15.48)  0.547
H (-25.65, -5.81, -14.36)  0.327
H (-27.21, -6.27, -14.56)  0.419
H (-26.57, -6.72, -12.14)  0.363
H (-27.84, -5.47, -12.30)  0.300
H (-27.20, -4.40, -10.16)  0.516
H (-25.84, -5.49, -9.78)  0.353
H (-25.63, -3.75, -9.78)  -0.085
H (-24.18, -5.63, -12.88)  -0.030
H (-23.48, -4.91, -11.53)  0.385
H (-24.46, -6.38, -11.39)  0.874
H (-25.66, -1.11, -13.87)  0.168
H (-27.26, -1.64, -13.62)  0.483
H (-26.56, -1.71, -15.36)  0.406
H (-24.01, -3.20, -11.89)  0.229
C (-20.52, 1.54, -8.14)  -1.294
C (-21.51, 0.93, -7.13)  1.845
C (-22.45, 2.12, -6.80)  -1.648
C (-23.78, 1.78, -6.19)  -0.833
C (-24.49, 0.86, -7.13)  -1.169
C (-23.65, -0.43, -7.41)  1.841
N (-22.34, 0.01, -7.92)  -0.338
O (-21.65, -1.07, -8.49)  0.592
C (-23.63, -1.25, -6.04)  -0.952
C (-24.46, -1.22, -8.43)  -0.938
C (-20.65, 0.29, -6.05)  -0.757
H (-19.80, 0.82, -8.45)  -0.645
H (-20.00, 2.45, -7.71)  0.561
H (-21.00, 1.93, -9.09)  0.036
H (-21.84, 2.80, -6.19)  0.462
H (-22.69, 2.65, -7.69)  0.455
H (-24.31, 2.72, -6.08)  0.522
H (-23.69, 1.34, -5.21)  0.319
H (-24.59, 1.35, -8.11)  0.350
H (-25.50, 0.65, -6.74)  0.327
H (-23.13, -2.19, -6.25)  -0.320
H (-23.11, -0.89, -5.08)  0.114
H (-24.69, -1.58, -5.81)  0.529
H (-25.52, -1.09, -8.38)  0.476
H (-24.27, -0.92, -9.43)  0.129
H (-24.25, -2.27, -8.46)  -0.795
H (-19.98, -0.43, -6.58)  -0.239
H (-21.18, -0.30, -5.26)  0.125
H (-19.98, 1.07, -5.63)  0.494
H (-21.32, -1.72, -7.82)  -0.359
C (-21.08, -10.64, -15.08)  -1.740
C (-20.41, -9.39, -14.44)  1.567
C (-21.08, -8.21, -15.02)  -1.417
C (-20.76, -6.95, -14.17)  -0.576
C (-21.26, -7.12, -12.73)  -0.394
C (-20.61, -8.35, -12.04)  1.556
N (-20.75, -9.48, -13.05)  0.219
O (-20.16, -10.62, -12.46)  -0.501
C (-19.15, -8.07, -11.67)  -0.962
C (-21.47, -8.82, -10.75)  -1.357
C (-18.86, -9.38, -14.80)  -1.824
H (-22.00, -10.87, -14.54)  0.455
H (-20.40, -11.52, -15.04)  0.302
H (-21.29, -10.48, -16.19)  0.336
H (-20.71, -7.98, -16.05)  0.420
H (-22.12, -8.38, -15.19)  0.425
H (-21.24, -6.09, -14.61)  0.495
H (-19.66, -6.68, -14.23)  0.208
H (-22.35, -7.31, -12.67)  -0.085
H (-21.07, -6.23, -12.09)  -0.191
H (-18.61, -9.01, -11.92)  0.123
H (-18.78, -7.25, -12.34)  0.168
H (-18.99, -7.78, -10.60)  0.308
H (-20.85, -9.33, -10.05)  0.387
H (-21.85, -7.90, -10.26)  -0.200
H (-22.29, -9.41, -11.17)  0.413
H (-18.32, -8.66, -14.22)  0.421
H (-18.68, -9.14, -15.82)  0.419
H (-18.51, -10.40, -14.65)  0.471
H (-19.19, -10.68, -12.57)  0.347


This record from OMol25 describes a single C18H22F5NO4 molecule in a non-equilibrium geometry. The level of theory is ωB97M-V/def2-TZVPD.

Properties
**DFT total energy**: -1553.55735 a.u.
**Structure (SMILES)**: O=C1O[C@@H](CCCC(F)(F)C(F)(F)F)[C@@H](CCCNCc2ccccc2O)O1
**Gap between HOMO and LUMO**: 8.355 eV
**E_LUMO**: -0.008 Ha
**Maximum force**: 0.188 Eh/bohr
**E_HOMO**: -8.6 eV

Last column: Mulliken charge in e.
CARTESIAN COORDINATES (ANGSTROEM)
O (2.87, -3.69, 2.56)  -0.515
C (2.95, -2.40, 2.24)  0.529
O (3.67, -1.73, 1.10)  -0.469
C (2.52, -1.01, 0.46)  0.823
C (2.83, 0.05, -0.75)  -0.671
C (2.09, -0.42, -2.18)  -0.529
C (0.60, 0.25, -2.20)  0.277
N (-0.39, -0.41, -3.14)  -0.335
C (-0.69, -1.84, -2.76)  -0.800
C (-1.21, -2.06, -1.22)  0.561
C (-0.47, -3.17, -0.22)  -0.534
C (-0.89, -3.43, 1.35)  -0.387
C (-2.11, -2.57, 2.03)  -0.390
C (-2.92, -1.47, 1.06)  -0.410
C (-2.48, -1.24, -0.53)  0.461
O (-3.23, -0.26, -1.34)  -0.465
C (1.58, -0.57, 1.73)  1.290
C (1.28, 1.01, 2.04)  -1.151
C (-0.26, 1.49, 1.64)  0.552
C (-0.16, 3.03, 1.09)  -1.039
C (-1.07, 3.38, -0.22)  0.817
F (-1.58, 2.21, -0.98)  -0.221
F (-0.16, 4.11, -1.18)  -0.350
C (-2.34, 4.39, 0.05)  0.501
F (-3.21, 4.46, -1.17)  -0.246
F (-3.19, 3.84, 1.13)  -0.221
F (-1.83, 5.76, 0.31)  -0.230
O (2.30, -1.21, 2.88)  -0.474
H (2.03, -1.92, -0.14)  -0.391
H (4.00, -0.03, -0.98)  0.392
H (2.58, 1.17, -0.50)  0.128
H (2.71, 0.11, -3.04)  0.353
H (2.11, -1.58, -2.31)  0.195
H (0.23, 0.33, -1.10)  -0.618
H (0.73, 1.37, -2.59)  0.381
H (-0.11, -0.30, -4.14)  0.326
H (-1.54, -2.22, -3.51)  0.354
H (0.26, -2.51, -2.98)  0.285
H (0.44, -3.81, -0.66)  0.253
H (-0.29, -4.21, 2.00)  0.325
H (-2.47, -2.67, 3.16)  0.289
H (-3.81, -0.84, 1.50)  0.300
H (-4.20, -0.47, -1.20)  0.348
H (0.51, -1.04, 1.62)  -0.545
H (1.37, 1.16, 3.21)  0.253
H (2.12, 1.68, 1.56)  0.386
H (-0.65, 0.70, 0.86)  -0.631
H (-0.93, 1.46, 2.60)  0.501
H (0.95, 3.40, 0.89)  0.377
H (-0.55, 3.73, 1.97)  0.368